Entry 1:
Below is a molecular structure, C28H24BrN5O2Sr, with properties calculated with ωB97M-V/def2-TZVPD.

Atoms and positions in Å:
C  -2.45446  0.09699  -1.09104
C  0.02462  -3.30500  -0.03115
H  3.04378  1.57759  1.91975
H  0.58443  4.68108  0.60094
C  0.48328  0.08978  -3.30191
O  -6.66211  0.07276  1.09230
C  0.21358  -0.49630  3.61903
C  -0.36467  -0.32209  4.86260
H  -4.52166  -0.04151  2.10796
H  2.45320  3.98378  1.89917
N  -0.28290  0.13702  -2.21499
N  -1.81390  0.08840  0.08594
C  -1.75988  -0.01941  2.52500
N  0.14374  2.76600  -0.26022
H  -3.45209  0.47680  3.76162
H  0.21515  -0.47644  5.76148
H  1.25253  -0.79436  3.52180
H  5.78641  -2.82917  -0.33075
Sr  0.67651  -0.00110  0.19610
C  -3.84032  0.12208  -1.15670
N  2.08302  1.87597  1.78467
H  -0.95472  -2.82350  -0.02049
N  -0.46353  -0.33463  2.48212
C  -0.03358  0.00308  -4.58212
C  1.17667  -5.42175  0.02344
C  -1.70018  0.04712  4.91540
H  0.54569  3.06918  -1.14143
Br  3.75209  -0.78021  -0.40904
H  1.55558  0.10890  -3.13660
H  0.62797  -0.03538  -5.43561
C  4.83206  -4.77275  -0.14857
C  -6.12853  0.12023  -0.02603
H  2.67354  3.23966  0.32392
C  3.66273  -2.70201  -0.22796
C  2.38495  -3.31232  -0.12207
H  -1.86112  -0.11884  -5.70554
C  -2.21133  -0.00969  -3.59846
C  2.41186  -4.73209  -0.05150
C  4.85143  -3.36346  -0.24248
C  -1.40982  -0.04459  -4.72526
C  0.00741  -4.72049  0.02461
H  -3.28392  -0.06600  -3.69344
H  -2.19070  0.20918  5.86605
C  1.17779  -2.54774  -0.09788
O  -6.60346  0.22546  -1.16642
H  1.65249  1.88124  2.70502
H  5.76628  -5.31864  -0.15584
C  -4.58184  0.08536  0.01084
C  0.62293  3.61213  0.83587
C  3.64314  -5.43386  -0.06117
C  -2.52282  0.05716  1.22386
C  -1.61433  0.07684  -2.34250
H  -4.40345  0.16185  -2.07842
H  -0.93695  -5.25073  0.07517
C  2.04302  3.23128  1.21729
H  -0.86195  2.83600  -0.36982
C  -3.90692  0.02249  1.22077
H  1.18201  -6.50412  0.07574
H  3.62637  -6.51581  -0.00247
C  -2.40986  0.19921  3.73983
H  -0.03739  3.45606  1.69368

As for the HOMO energy: -7.64 eV. As for the spin multiplicity: 1. The LUMO energy is -0.579 eV. As for the calculated total energy: -4110.47498 hartree.

Entry 2:
Below is CH3FINS in the gas phase at a distorted geometry, with properties calculated with ωB97M-V/def2-TZVPD.

Atoms and positions in Å:
H  0.83493  -0.63559  -1.53289
I  -1.37405  -0.49720  2.86778
H  -0.59190  -1.13324  -0.60860
N  -0.00206  0.81010  -0.30087
S  0.28556  1.22381  1.07996
H  -0.77176  -0.03030  -1.99907
C  -0.13506  -0.30557  -1.15784
F  1.75435  0.56799  1.65155

As for the HOMO energy (spin up / spin down): -9.23 / -9.14 eV. As for the spin multiplicity: 1. The LUMO energy (spin up / spin down) is -1.896 / -2.167 eV. As for the calculated total energy: -890.34225 hartree.

Entry 3:
Below is 9 unconnected molecules or ions with the total composition BH20O8 at a distorted geometry, with properties calculated with ωB97M-V/def2-TZVPD.

Atoms and positions in Å:
H  0.52865  -1.90332  3.36413
H  1.31446  -4.61549  0.78320
O  4.93843  0.55038  -1.51282
H  -0.48632  3.97714  -1.34174
H  -1.99937  4.02067  -1.36785
O  0.24079  -1.28276  4.03367
O  0.99495  -3.89117  1.32124
H  1.55640  2.09771  0.43672
O  -2.46452  -4.09832  -1.12604
H  -0.04933  -0.51528  3.54070
H  -0.78238  0.74201  -0.57912
H  4.37750  0.99946  -0.88043
H  -0.94123  0.82062  1.16536
H  -1.22415  -0.72871  0.31542
O  -4.43343  1.85151  0.75940
H  0.77246  -3.20489  0.69216
H  2.04125  3.31664  1.19238
H  -2.31163  -3.20012  -0.83263
H  4.32841  0.14081  -2.12631
H  -4.30169  2.51943  1.43228
H  -3.63621  1.32245  0.78708
H  1.13104  -0.43456  -2.35983
O  -1.22369  4.55585  -1.53563
O  1.62956  -0.65420  -3.14690
B  -0.65644  0.18857  0.33853
H  0.37927  -0.08927  0.45839
O  2.19692  2.80789  0.39666
H  0.96605  -0.76721  -3.82749
H  -2.88587  -4.52590  -0.38047

As for the HOMO energy: -6.39 eV. As for the total charge: -1. As for the spin multiplicity: 1. The LUMO energy is 2.826 eV. As for the calculated total energy: -638.73185 hartree.

Entry 4:
Below is C4H8N2O in the gas phase, with properties calculated with ωB97M-V/def2-TZVPD.

Atoms and positions in Å:
O  0.48085  1.65994  0.01397
N  -0.07240  -1.67999  0.44741
H  -0.77448  -1.47284  1.14722
H  -0.72049  -0.05715  -2.54128
N  0.02192  0.79709  2.15136
H  1.88330  -0.86883  0.76958
H  0.34928  -2.57578  0.65615
C  0.52345  1.19450  -1.30009
H  -1.30635  1.51466  -1.99392
H  -0.27959  1.74745  2.36955
H  1.14731  -0.37318  -0.71201
C  0.38968  0.67571  0.95220
C  0.89797  -0.62686  0.35420
H  -1.40821  0.11964  -0.88865
C  -0.79450  0.59533  -1.66623

As for the HOMO energy: -8.65 eV. As for the spin multiplicity: 1. The LUMO energy is 0.181 eV. As for the calculated total energy: -341.81726 hartree.

The energy relative to the best compared isomer or geometry (same formula, charge and spin) results, record by record, are as follows: 46.5, 23.6, 171.3, 489.3 kJ/mol.